71
Properties=species:S:1:pos:R:3:forces:R:3:lowdin_charge:R:1 method="wB97M-V/def2-TZVPD" total_charge=0 smiles="CC(C)C[C@@H]1OC(=O)O[C@]1(C[C@@H](C)I)C(=O)NC(=O)F.COP(=O)(OC)OC.COP(=O)(OC)OC" total_energy_ev=-76737.085
C 3.693018 1.508567 1.421064 -0.19 1.53 0.30 -0.0942
C 2.521506 2.648378 1.550986 1.79 -0.14 -0.89 -0.3776
C 2.965740 3.593938 2.737814 0.80 0.00 0.49 -0.1118
C 1.111194 1.950147 1.521841 -0.28 -1.08 -0.87 -0.1114
C 0.092765 2.004461 2.731865 -2.79 1.92 -0.92 -0.1667
O 0.492953 2.499276 4.057674 -0.30 -0.72 1.34 0.0237
C -0.219591 1.903215 5.128620 0.17 -0.72 -0.30 -0.3618
O -0.276460 2.211679 6.333423 0.38 -1.21 -5.48 0.1264
O -0.831464 0.767633 4.511383 0.30 1.02 1.59 -0.0004
C -0.958481 0.801158 3.035269 0.28 1.60 2.32 -0.2142
C -2.529686 1.238890 2.947239 0.30 -1.15 -0.86 -0.1636
C -3.188592 1.043772 1.507356 -1.81 -0.06 1.25 -0.7007
C -4.796641 1.246455 1.719937 0.76 0.04 0.47 -0.1869
I -2.592370 2.615366 0.081284 -0.01 -0.72 0.45 0.7974
C -0.696591 -0.716366 2.697692 -3.32 -3.89 2.70 -0.2367
O -1.404282 -1.545679 3.356737 3.03 3.77 -2.78 0.1140
N 0.192145 -1.366230 1.720603 2.27 0.00 -0.30 0.1392
C 1.518956 -1.639389 2.260387 1.00 3.34 4.22 -0.2974
O 1.856841 -1.033343 3.314906 -1.05 -3.38 -4.56 0.1058
F 2.481184 -2.502220 1.638224 -4.95 2.01 1.67 0.0046
H 4.664935 2.097177 1.192559 -1.48 -1.30 0.33 0.0900
H 3.798985 1.003486 2.443574 -0.14 0.39 -1.58 0.0864
H 3.478081 0.790626 0.562255 0.41 0.87 1.26 0.0630
H 2.634763 3.257394 0.567478 -0.45 -0.91 1.64 0.1386
H 2.285423 4.479617 2.982486 0.74 -1.42 -0.38 0.0844
H 3.997623 4.039424 2.453891 -1.70 -0.70 0.35 0.0880
H 3.167283 2.969066 3.692814 -0.59 1.10 -1.48 0.0930
H 1.299718 0.849602 1.208860 -0.22 1.77 0.77 0.0886
H 0.524011 2.371756 0.611114 0.80 -0.62 1.74 0.0851
H -0.642649 2.846730 2.399451 1.30 -1.36 0.50 0.1115
H -3.073376 0.519598 3.671739 0.95 1.02 -1.23 0.1453
H -2.680809 2.301771 3.373581 0.54 -1.62 -0.92 0.1489
H -2.981467 0.018172 1.041359 -0.14 1.61 0.63 0.0930
H -4.920556 2.243765 2.292033 0.04 -1.45 -1.19 0.0813
H -5.362913 1.233212 0.720715 0.87 -0.02 1.65 0.0594
H -5.177253 0.435963 2.451410 0.58 1.07 -1.38 0.0909
H 0.205960 -0.924099 0.791688 0.09 -0.45 0.43 0.1423
C 4.276030 -2.654236 0.047430 0.07 -0.31 0.07 -0.1031
O 5.665217 -2.385113 -0.098321 1.27 0.58 -0.67 -0.2071
P 6.098471 -1.264722 -1.153539 -0.24 0.50 0.43 0.4017
O 5.600602 0.099196 -0.866478 0.29 -1.23 -0.69 -0.2335
O 5.624595 -1.859768 -2.568149 -0.06 0.82 0.40 -0.2245
C 5.964453 -3.196705 -2.903661 0.07 -0.52 -0.16 -0.1067
O 7.691732 -1.415753 -1.188445 -0.82 -0.55 0.65 -0.2192
C 8.394682 -0.593512 -2.107187 0.28 0.40 -0.38 -0.1010
H 4.017504 -2.624884 1.105853 1.30 -0.01 -0.92 0.0742
H 3.660048 -1.932208 -0.494130 0.07 0.03 0.07 0.0894
H 4.073011 -3.656737 -0.338314 0.00 0.06 -0.03 0.0962
H 5.066489 -3.815145 -2.845128 0.07 0.01 0.00 0.0879
H 6.727181 -3.608435 -2.239231 -0.05 0.06 -0.03 0.0905
H 6.340901 -3.215575 -3.927797 -0.05 0.07 0.08 0.0915
H 8.128933 -0.862988 -3.132460 0.00 0.08 0.02 0.0876
H 9.464313 -0.756585 -1.969782 -0.18 -0.10 0.13 0.0919
H 8.170309 0.460058 -1.930010 -0.03 -0.06 -0.04 0.0899
C -8.321321 -1.605231 -2.244145 -0.59 0.17 0.16 -0.0993
O -7.052527 -1.984777 -2.757300 1.27 0.05 -0.40 -0.2169
P -5.900663 -0.875325 -2.789838 0.13 0.14 0.61 0.3984
O -5.496038 -0.346795 -1.468115 -0.40 -0.09 -1.25 -0.2380
O -6.460948 0.235220 -3.804519 0.42 -0.03 0.89 -0.2217
C -6.967456 -0.174245 -5.066357 -0.26 -0.11 -0.51 -0.1038
O -4.739309 -1.600098 -3.618778 -1.09 -0.42 0.40 -0.2183
C -3.575606 -0.835756 -3.895953 0.53 0.36 -0.09 -0.0966
H -8.634867 -2.334992 -1.497030 0.13 0.05 -0.06 0.0939
H -8.298853 -0.612426 -1.788773 0.03 -0.09 0.02 0.0909
H -9.043906 -1.605605 -3.063448 0.06 0.00 0.06 0.0888
H -8.054916 -0.076770 -5.059344 0.07 -0.02 -0.02 0.0892
H -6.701575 -1.206711 -5.303226 0.00 0.07 0.04 0.0905
H -6.558500 0.481271 -5.836919 -0.01 -0.01 0.13 0.0928
H -3.823016 0.000205 -4.554852 0.05 0.01 0.08 0.0898
H -2.852694 -1.476702 -4.402111 -0.22 -0.07 0.08 0.0927
H -3.132181 -0.461117 -2.971256 -0.06 0.04 -0.05 0.0845